No. 1
The following is a quantum chemistry calculation of C52H50AsGeN4O5S5Sr as an isolated structure in a non-equilibrium geometry, from the Open Molecules 2025 dataset.

- Kohn-Sham gap (eV) = 4.6336
- charge = -1
- 2S+1 = 1

Element x y z (Å)
Sr1 -0.849484 -0.698232 -0.158549
S1 -3.835836 2.315280 6.330882
C1 -3.185920 1.343001 7.559787
C2 -2.539660 0.256628 7.042076
C3 -2.583424 0.199532 5.605414
C4 -3.174726 1.303582 5.015916
C5 -3.253852 1.459237 3.549378
C6 -2.395969 0.777584 2.697506
N1 -2.425417 0.893882 1.343809
C7 -3.366470 1.628245 0.747774
C8 -4.411677 2.278009 1.533735
C9 -5.361388 3.044421 0.806847
C10 -5.364950 3.101813 -0.562451
C11 -4.337709 2.516602 -1.359682
C12 -4.249169 2.680225 -2.754830
C13 -3.178584 2.114386 -3.455514
C14 -2.253016 1.383704 -2.700078
N2 -2.266417 1.243949 -1.356567
C15 -3.333034 1.767208 -0.657082
C16 -3.119331 2.247005 -4.912526
C17 -2.058890 1.882686 -5.716853
C18 -2.325958 2.044560 -7.122408
C19 -3.523398 2.674320 -7.338225
S2 -4.398329 2.960251 -5.853102
C20 -4.382296 2.117932 2.903505
H1 -3.404172 1.515951 8.637730
H2 -2.017937 -0.502267 7.576125
H3 -2.188016 -0.636406 4.985622
H4 -1.671577 0.034540 3.031278
H5 -6.117254 3.620512 1.286066
H6 -6.153279 3.655443 -1.070649
H7 -4.976617 3.316409 -3.261664
H8 -1.414614 0.872999 -3.177617
H9 -1.147031 1.544021 -5.277889
H10 -1.676148 1.728064 -7.910033
H11 -3.850218 3.023127 -8.310418
H12 -5.268411 2.418994 3.454031
C21 -0.454097 -6.366449 1.784394
N3 -1.541120 -5.384916 1.500708
C22 -1.439914 -4.063184 1.745402
N4 -0.152755 -3.648834 2.003188
S3 -2.757816 -3.006650 1.579535
H13 -0.870095 -7.319309 2.147157
H14 0.198956 -5.918759 2.569946
H15 0.146153 -6.566482 0.829362
H16 -2.482134 -5.692454 1.225382
H17 0.520306 -3.863697 1.258177
H18 -0.091444 -2.658482 2.355013
O1 2.261710 -2.535581 -1.744690
S4 0.926292 -2.959820 -1.856832
O2 0.153032 -2.775096 -0.632831
O3 0.722355 -4.164143 -2.582894
S5 0.201548 -1.379547 -3.088219
O4 0.329824 -0.858330 2.414556
C23 1.347525 -0.282453 1.856739
O5 1.282908 0.144634 0.658617
C24 2.583794 -0.180273 2.812854
C25 3.798082 0.167419 1.934119
Ge1 4.793676 1.729667 2.611154
C26 5.877386 1.223129 4.145171
C27 5.486215 1.488339 5.445573
C28 6.359088 1.235160 6.506895
C29 7.600655 0.605746 6.278616
C30 7.967131 0.285001 4.965819
C31 7.121621 0.558431 3.890164
C32 3.566267 3.152229 3.154837
C33 4.077731 4.144004 4.013680
C34 3.303775 5.309708 4.280260
C35 2.036604 5.458108 3.684363
C36 1.523567 4.426742 2.900625
C37 2.309550 3.298726 2.569641
C38 5.772652 2.461635 1.102774
C39 5.087962 2.570765 -0.137866
C40 5.820648 2.913697 -1.269204
C41 7.135413 3.405968 -1.190065
C42 7.702358 3.502280 0.065586
C43 7.063830 2.979033 1.192698
H19 2.715778 -1.136251 3.336890
H20 2.338512 0.540049 3.608573
H21 3.535640 0.489429 0.925549
H22 4.565749 -0.654115 2.006866
H23 4.511459 1.877372 5.659257
H24 6.018548 1.460064 7.518741
H25 8.254016 0.403370 7.125851
H26 8.909680 -0.236324 4.798775
H27 7.445746 0.355119 2.848642
H28 5.021722 4.037113 4.565822
H29 3.698282 6.017414 4.997988
H30 1.512449 6.424966 3.851679
H31 0.514777 4.508224 2.451314
H32 1.911563 2.556357 1.858902
H33 4.064506 2.262221 -0.238921
H34 5.395660 2.850780 -2.246811
H35 7.699978 3.619275 -2.101646
H36 8.700860 3.959466 0.144411
H37 7.677270 2.839812 2.112374
C44 -3.401601 -5.884690 -4.106983
As1 -1.918793 -4.541631 -3.607196
C45 -2.855881 -3.014167 -2.879973
C46 -1.616282 -3.831686 -5.457795
C47 -2.869868 -3.532253 -6.302327
C48 -3.563048 -2.304314 -6.192620
C49 -4.608209 -2.094073 -7.108679
C50 -5.139707 -3.147940 -7.854359
C51 -4.476628 -4.358899 -7.895450
C52 -3.307905 -4.555731 -7.164419
H38 -4.275348 -5.409816 -4.549877
H39 -3.788069 -6.393335 -3.185157
H40 -2.999777 -6.681664 -4.798112
H41 -3.913187 -2.978118 -3.206053
H42 -2.248110 -2.121871 -3.150302
H43 -2.789959 -3.062983 -1.792497
H44 -0.978342 -4.548866 -5.966259
H45 -1.075825 -2.911695 -5.283696
H46 -3.217960 -1.546593 -5.476211
H47 -5.043513 -1.086267 -7.248148
H48 -6.033883 -3.028183 -8.480328
H49 -4.834077 -5.197494 -8.520163
H50 -2.765311 -5.505238 -7.129450

Atoms 1-6, force components in eV/Å:
Sr 0.295 -0.344 -0.169
S 0.198 0.233 -1.510
C -0.013 -0.853 0.770
C -0.233 0.131 -1.239
C 0.242 0.376 -0.201
C 0.068 -1.076 1.256

These are the Löwdin partial charges, in e, on atoms 1 to 6:
1. Sr 1.308
2. S 0.992
3. C -0.456
4. C -0.186
5. C -0.111
6. C -0.440

No. 2
The following is a quantum chemistry calculation of C52H50F3N6O3Ti as an isolated structure, from the Open Molecules 2025 dataset.

- <S²> = 2.01
- Kohn-Sham gap (spin up / spin down) (eV) = 6.1101 / 7.6603
- energy relative to the best compared isomer or geometry (same formula, charge and spin) (kJ/mol) = 0.0
- charge = -1
- 2S+1 = 3

Element x y z (Å)
Ti1 -0.077811 0.671714 -0.858947
C1 -0.119216 -3.524632 3.376545
O1 -0.920197 -4.476593 2.688720
C2 -0.444509 -5.170671 1.618141
C3 -0.964378 -6.460785 1.476595
C4 -0.597326 -7.266846 0.413463
C5 0.298719 -6.803819 -0.544292
C6 0.799692 -5.523139 -0.418634
C7 0.441573 -4.690146 0.646760
N1 0.997876 -3.379216 0.707615
C8 0.337039 -2.274920 0.189300
N2 -1.022878 -2.271228 0.316352
C9 -1.821166 -1.918705 -0.818831
C10 -1.520311 -0.811120 -1.582434
C11 -2.288015 -0.672124 -2.753794
C12 -3.320724 -1.528686 -3.076464
C13 -3.643160 -2.602163 -2.241566
C14 -2.875607 -2.799640 -1.111832
O2 -3.055720 -3.838118 -0.211912
C15 -4.036336 -4.790992 -0.518700
N3 0.969899 -1.282993 -0.336765
C16 2.340583 -1.438920 -0.645249
C17 3.302671 -0.863904 0.168772
C18 4.641101 -0.866270 -0.201621
C19 5.002438 -1.463790 -1.395449
C20 4.056527 -2.087140 -2.200096
C21 2.720543 -2.097138 -1.823030
O3 1.722631 -2.727139 -2.500625
C22 1.939635 -2.994837 -3.869832
H1 -0.581574 -3.452544 4.360996
H2 -0.142155 -2.547268 2.892335
H3 0.909082 -3.878215 3.470910
H4 -1.654611 -6.803356 2.233858
H5 -1.008470 -8.265969 0.333573
H6 0.584462 -7.421255 -1.383285
H7 1.459391 -5.107659 -1.168893
H8 1.996938 -3.332767 0.543520
H9 -1.401055 -3.060133 0.821589
H10 -2.075782 0.154345 -3.427217
H11 -3.904218 -1.360768 -3.973614
H12 -4.463250 -3.259975 -2.485657
H13 -3.999218 -5.534903 0.276030
H14 -3.827868 -5.273869 -1.479139
H15 -5.032821 -4.340755 -0.552914
H16 2.956785 -0.386721 1.074144
H17 5.380154 -0.383726 0.420928
H18 6.034617 -1.447281 -1.720410
H19 4.351009 -2.543278 -3.133847
H20 0.982790 -3.339042 -4.257782
H21 2.690837 -3.782014 -4.004737
H22 2.233887 -2.077198 -4.384764
C23 3.056569 2.493133 1.052148
C24 3.271913 2.886107 -0.376343
C25 4.565313 3.154869 -0.819698
C26 4.804337 3.596458 -2.103090
C27 3.736855 3.814210 -2.960837
C28 2.436931 3.559269 -2.558703
C29 1.296372 3.859612 -3.479009
C30 2.215889 3.045738 -1.265692
N4 0.883182 2.711169 -0.890261
C31 0.070494 3.695158 -0.554322
C32 0.535147 5.094526 -0.277591
C33 -1.310988 3.382816 -0.494035
C34 -2.303322 4.442217 -0.127813
N5 -1.646356 2.123907 -0.801006
C35 -3.012967 1.873574 -1.099266
C36 -3.515948 2.312281 -2.325736
C37 -2.633930 3.017383 -3.309230
C38 -4.846121 2.052533 -2.634150
C39 -5.659926 1.366189 -1.748342
C40 -5.146158 0.937282 -0.535939
C41 -3.823131 1.183589 -0.189599
C42 -3.289479 0.742674 1.135554
H23 3.626224 3.148560 1.713396
H24 3.396639 1.478189 1.232574
H25 2.003101 2.520567 1.332240
H26 5.386154 3.018825 -0.128230
H27 5.815540 3.793865 -2.434069
H28 3.910253 4.181440 -3.962751
H29 1.666462 4.084392 -4.477881
H30 0.714328 4.716151 -3.134886
H31 0.627456 3.008223 -3.552478
H32 1.611739 5.189130 -0.406020
H33 0.288097 5.386630 0.745258
H34 0.047396 5.817287 -0.935003
H35 -2.314986 5.259046 -0.856471
H36 -2.046456 4.889764 0.835743
H37 -3.315970 4.046155 -0.054831
H38 -1.634019 2.578385 -3.333013
H39 -2.503412 4.072599 -3.060622
H40 -3.057515 2.963135 -4.310609
H41 -5.234584 2.375199 -3.591808
H42 -6.689463 1.157648 -2.006893
H43 -5.772321 0.393116 0.158735
H44 -4.023989 0.125467 1.654927
H45 -3.042953 1.596897 1.769997
H46 -2.365020 0.167117 1.042327
N6 1.631720 0.310443 -3.749197
C43 1.046741 0.457483 -2.759947
F1 2.285697 1.119031 8.576498
C44 1.526961 2.081093 8.000582
F2 0.403656 2.156636 8.760078
F3 2.183183 3.242968 8.191759
C45 1.229785 1.793294 6.554012
C46 0.768493 0.525240 6.209223
C47 0.475161 0.236557 4.894947
C48 0.628665 1.208560 3.894865
C49 1.082255 2.482588 4.260775
C50 1.381226 2.775002 5.578336
C51 0.362731 0.910853 2.524354
C52 0.150797 0.774363 1.328108
H47 0.648615 -0.240659 6.963786
H48 0.124840 -0.742185 4.615699
H49 1.202350 3.233442 3.493025
H50 1.737245 3.761131 5.838652

Atoms 1-6, force components in eV/Å:
Ti 0.239 0.195 0.135
C 0.024 0.048 0.095
O -0.225 -0.091 -0.241
C 0.092 -0.170 -0.104
C 0.144 0.069 -0.148
C -0.067 -0.013 0.072

These are the Löwdin partial charges, in e, on atoms 1 to 6:
1. Ti 0.813
2. C -0.067
3. O -0.087
4. C -0.240
5. C -0.011
6. C -0.091

> Number 1 is which compound?

C52H50AsGeN4O5S5Sr